10
Properties=species:S:1:pos:R:3:forces:R:3 method="wB97M-V/def2-TZVPD" total_charge=+3 gap_ev=8.39 relative_energy_ev=0.000
O 0.00352 0.25385 -0.43140 -1.242 2.916 -1.031
C 0.10122 1.37417 0.13926 -0.136 -2.144 1.133
C 0.77066 1.49046 1.45335 0.129 0.887 -0.610
H 1.33334 2.43654 1.44721 0.203 -0.237 0.298
H -0.00449 1.64544 2.22195 -0.069 -0.011 -0.039
H 1.37467 0.60129 1.68991 -0.110 0.418 -0.078
O -3.16974 0.85843 -1.59845 2.132 1.541 0.423
C -4.06201 0.17236 -1.74227 -1.962 -1.397 -0.332
Sc -1.33248 2.07342 -1.31968 0.669 -1.041 0.218
Li 0.66948 -1.52356 -0.33792 0.387 -0.931 0.017